No. 1
C4H9NOS | ωB97M-V/def2-TZVPD

CARTESIAN COORDINATES (ANGSTROEM)
C (0.22598, -2.71221, 0.57700)
N (0.07015, -1.83817, -0.53261)
C (-0.53875, -0.60643, -0.19007)
C (-0.83612, 0.61722, -1.08880)
S (-0.63077, 2.20440, -0.00284)
C (0.65540, 0.23139, 0.63213)
O (1.85782, 0.05854, 0.26755)
H (0.65163, -2.18890, 1.45098)
H (0.91308, -3.53532, 0.42797)
H (-0.70532, -3.09863, 1.03473)
H (0.99077, -1.59324, -0.91494)
H (-1.33385, -0.75602, 0.56734)
H (-1.81001, 0.73963, -1.57530)
H (-0.09768, 0.64664, -1.91119)
H (-1.93616, 1.96232, 0.40411)
H (0.40744, 0.32156, 1.70017)

Computed properties:
orbital gap (spin up / spin down) = 0.1291 / 0.2637 Ha
LUMO (spin up / spin down) = 3.7 / 3.7 eV
<S²> = 0.758
energy = -18663.7547 eV
total charge = -1
spin multiplicity = 2
HOMO energy (spin up / spin down) = 0.2 / -3.5 eV

=====

No. 2
C4H9NOS | ωB97M-V/def2-TZVPD

CARTESIAN COORDINATES (ANGSTROEM)
C (-1.24271, -1.85065, -0.89933)
C (-1.18066, -1.53352, 0.37346)
N (-1.39387, -1.47796, 1.58748)
C (-0.81734, -0.53230, 2.53093)
H (-2.00404, -1.39512, -1.48789)
H (-0.38216, -2.25339, -1.35188)
H (-1.70278, 0.06194, 2.90284)
H (0.04082, 0.07004, 1.95030)
H (-0.44139, -1.03772, 3.37654)
C (1.05396, 1.72796, -2.06006)
S (0.55550, 1.66705, -0.36099)
O (2.05109, 1.08775, 0.03726)
H (1.96992, 1.20606, -2.08407)
H (1.25200, 2.66378, -2.42468)
H (0.29595, 1.24623, -2.69853)
H (1.94570, 0.34983, 0.60860)

Computed properties:
orbital gap = 0.3252 Ha
LUMO = 0.5 eV
energy = -18663.4715 eV
HOMO energy = -8.3 eV
SMILES = C=C=NC.CSO

=====

No. 3
C4H9NOS | ωB97M-V/def2-TZVPD

CARTESIAN COORDINATES (ANGSTROEM)
O (-2.84687, 0.59309, -0.14579)
C (-2.21109, -0.54037, 0.18605)
C (-1.18389, -0.94586, -0.47076)
C (-0.61953, 1.76134, 0.73833)
C (0.63513, 2.08120, 0.45815)
S (2.66365, -0.48836, -0.32798)
N (-0.07686, -1.82604, -0.00801)
H (-2.67443, -1.06598, 1.01576)
H (-1.03674, -0.46677, -1.35243)
H (-1.42465, 2.39778, 0.43233)
H (-1.02587, 0.95822, 1.37866)
H (0.87455, 2.69340, -0.39774)
H (1.32366, 1.55512, 1.11660)
H (3.90354, -0.87114, -0.83257)
H (0.43669, -2.15467, -0.86912)
H (0.59403, -1.33245, 0.50800)

Computed properties:
orbital gap = 0.1401 Ha
LUMO = -4.3 eV
energy = -18658.9800 eV
HOMO energy = -8.2 eV